This record from OMol25 describes a cluster of 10 separate species, C39H95N3O15 in total at a distorted geometry. The level of theory is the ωB97M-V functional and the def2-TZVPD basis.

Values from the calculation:
- SMILES: CC1(C)CCCC(C)(C)N1O.CC1(C)CCCC(C)(C)N1O.CC1(C)CCCC(C)(C)N1O.OCCO.OCCO.OCCO.OCCO.OCCO.CO.CO
- ΔE to the lowest compared entry with this formula, charge and spin: 117.0 kJ/mol
- Gap between HOMO and LUMO: 8.7 eV
- E: -77158.5972 eV

Atoms and positions in Å:
O 0.251775 1.223015 1.461284
O -2.546918 -1.571864 3.167585
O -2.655565 -1.813232 -2.268165
O -0.950776 2.409372 -2.652774
O 0.842332 4.628180 -2.466154
O -0.636678 -3.015598 1.990295
O 2.575761 -5.557074 -2.114072
O -0.531312 -1.597513 -0.615553
O -0.595677 0.342707 4.146503
O -0.492932 -3.209433 4.802558
O -1.327966 -0.097485 -4.097081
O -5.695461 -2.099501 -0.679649
O -7.218347 2.390096 1.006804
O 5.388236 3.393134 2.209268
O -2.822853 -4.752842 4.400876
N -5.907358 2.524250 1.548526
N 3.192643 -4.504332 -2.850720
N 5.514131 2.562966 1.041562
C 0.549071 -3.359182 2.649128
C 2.231401 -3.894820 -3.820182
C -5.043660 2.732404 0.403531
C 3.347536 -1.595197 -3.280722
C 6.217898 2.590565 -1.322419
C -3.557074 -3.982305 3.492111
C 3.924012 -3.710353 -1.828963
C -0.725603 -0.250698 -0.118062
C 5.510111 4.808953 -0.192778
C -3.702562 -1.090504 -1.647399
C -3.594130 -2.422190 3.604699
C -6.225527 0.044789 2.291955
C 4.508134 0.913492 -0.362667
C 3.018502 2.763551 0.418377
C -1.298376 3.810407 -2.714186
C -6.459390 2.065575 3.778999
C -5.034639 -1.717732 -1.901358
C 5.164045 -4.456626 -1.310834
C 2.174176 -4.905795 -5.018342
C -5.662007 1.512033 2.587581
C -3.262819 1.504474 1.760641
C -1.183776 1.451197 4.829904
C 4.014792 1.032393 2.143058
C 0.866690 -3.622704 -3.208203
C 7.652798 3.637200 0.465546
C 6.141974 3.383584 0.014991
C 5.024428 1.682422 -1.580176
C 4.228157 1.833176 0.840065
C 2.871780 -2.552116 -4.369482
C -5.271977 4.173352 -0.125575
C 0.591202 -2.801773 4.071846
C -3.588768 2.692229 0.855990
C -5.293799 1.755823 -0.764242
C -0.413683 4.608553 -1.784585
C 0.448996 0.103780 0.671405
C 0.043826 -0.116110 -4.431805
C 2.965029 -3.362591 -0.658403
C 4.454018 -2.368572 -2.495989
C -4.146586 1.505314 2.965496
H 3.362765 3.276461 -0.475889
H 3.592988 0.333597 -0.643357
H 6.287361 5.336725 -0.810218
H 5.293797 0.973102 -2.342207
H -3.521687 -1.066977 -0.550983
H 0.614346 -4.488517 2.792521
H 0.436220 -1.762515 4.077625
H 2.536506 -1.325632 -2.629780
H 8.057583 2.690750 0.882773
H 2.076262 -2.055368 -4.982265
H 6.002987 2.972212 2.821784
H -3.713669 -0.040132 -1.963451
H -1.827910 2.021476 4.117126
H -7.277866 0.152874 1.956268
H 0.772399 -0.711601 1.352987
H 3.782635 -0.705609 -3.780473
H -4.635446 -4.219194 3.671852
H 2.730947 3.515372 1.155720
H -1.113324 4.247409 -3.682730
H 0.247480 -0.966589 -5.047605
H 1.457335 5.154131 -1.983392
H 0.724791 -2.782232 -2.574749
H 3.608072 -2.945669 0.145569
H -3.800052 -2.152549 4.642874
H 4.929046 -1.737351 -1.788721
H 4.832046 -5.411410 -0.787620
H -4.798351 -2.587271 -2.555938
H -3.877604 0.731979 3.717989
H 3.720116 -2.890090 -4.997396
H -4.750488 4.244111 -1.078644
H 0.157411 -3.464615 -4.031343
H -1.311288 -1.792089 -1.217289
H 7.674128 4.373133 1.224812
H -7.642536 3.098366 1.443838
H -5.594510 -0.423371 1.509933
H -0.430308 2.091393 5.259590
H -2.391750 3.911439 -2.564926
H -4.886638 4.898055 0.639474
H -0.923565 5.558272 -1.652680
H 8.239871 3.975988 -0.352886
H -1.951927 -1.976983 2.559808
H -0.410926 -2.807968 1.058697
H 1.468854 -3.157337 4.644679
H 2.159523 2.136045 0.205914
H 7.156046 2.002494 -1.224490
H 3.079832 0.308009 1.975712
H 3.649392 1.623235 3.003596
H -4.537165 1.955242 -1.515884
H -1.427174 -0.230031 3.927976
H -6.305703 1.488976 4.684992
H -3.339195 -4.232924 2.412629
H 0.537645 -4.481221 -2.683633
H -1.880543 1.102709 5.609366
H 5.132544 0.105910 -0.001262
H -3.392197 3.648745 1.397366
H 4.916230 0.430201 2.406703
H -3.386540 0.513119 1.241697
H -6.147556 -0.447454 3.261395
H 3.167301 -5.238985 -5.246803
H 0.718428 -0.253505 -3.530922
H 1.798466 -4.362773 -5.904798
H 1.601011 -5.709990 -4.701890
H 4.576309 4.824868 -0.832820
H -6.356938 4.294912 -0.248080
H -5.579747 -0.920639 -2.412190
H 5.246695 -2.617695 -3.282914
H -5.270672 0.700113 -0.384509
H 2.430794 -4.255563 -0.306806
H -2.499103 -1.404809 -3.145463
H 6.393108 3.338374 -2.118107
H -1.155133 -2.483898 4.660453
H 5.359504 5.408844 0.690645
H -1.659871 -0.271433 0.430824
H -1.557579 0.584894 -3.438076
H -3.117520 2.708142 -0.173411
H 4.134677 2.209886 -1.955754
H -1.976191 -4.315139 4.543194
H -7.531835 2.038611 3.508072
H 5.678489 -3.840690 -0.596956
H -2.160290 1.602350 1.940252
H -0.845944 0.302322 -0.972390
H -0.012170 2.295637 -2.707805
H 5.899365 -4.696255 -2.124613
H 2.624241 -6.357409 -2.643699
H 0.408330 0.687278 -5.034836
H -6.061120 -2.990220 -0.825804
H -0.277034 4.183989 -0.801029
H 2.268277 -2.643231 -1.005845
H 1.254905 0.279853 0.027596
H -6.276015 1.871781 -1.141166
H -6.184924 3.119265 3.896478
H -4.420194 -2.080514 2.967831
H -3.902625 2.392224 3.576363
H -0.040289 0.951413 2.319550
H 1.496820 -3.011683 2.151934

Forces on atoms 1 to 6 (eV/Å):
O 0.1 1.7 -0.6
O 0.2 0.9 1.5
O 0.1 0.2 -0.6
O -1.6 0.3 -0.2
O -0.8 -0.1 -0.4
O 0.3 0.4 -1.0

***

This record from OMol25 describes a cluster of 15 separate species, C39H96F21N8O29S7 in total at a distorted geometry. The level of theory is the ωB97M-V functional and the def2-TZVPD basis.

Values from the calculation:
- ΔE to the lowest compared entry with this formula, charge and spin: 246.7 kJ/mol
- Gap between HOMO and LUMO: 6.7 eV
- E: -246203.6023 eV
- Total charge: +1

Atoms and positions in Å:
S -4.590646 -5.084479 -2.117370
S 0.426548 0.260513 0.042119
S 2.315062 -5.921887 -0.891429
S -3.183944 2.363812 -5.032906
S -0.615734 5.363287 3.197505
S -0.662220 -5.163309 1.493335
S 4.557855 -0.862872 5.372166
F 6.753695 -1.864880 4.236994
F 2.996864 -0.179624 -0.634325
F -0.988469 0.659152 -5.336479
F 6.882546 -1.664995 6.391756
F 2.564615 1.879678 -0.217713
F -1.905932 -2.971246 2.283837
F 4.205795 -6.014377 -2.910244
F 1.896244 1.012244 -2.075712
F -4.859358 -2.608181 -1.801904
F -2.825387 -0.105017 -6.148026
F -3.187018 -4.705134 1.980544
F 0.463702 7.641080 2.224490
F 3.645447 -7.858358 -1.916119
F 5.029800 -6.358871 -0.972823
F -1.921269 -4.533525 3.772172
F 0.739379 5.879831 0.927980
F -1.197947 6.843032 1.038192
F -5.077321 -3.549973 0.112195
F -1.856475 1.555950 -7.127507
F 5.672955 -3.253307 5.684688
F -3.074582 -3.227214 -0.706087
O -3.373829 -0.482544 2.358490
O -2.249857 3.489039 -4.907565
O 3.591698 -1.537261 4.540041
O -0.882876 5.652244 -6.700841
O 0.551983 5.107659 3.995065
O 4.651110 -4.299192 2.628135
O -1.136519 -5.125348 0.162445
O 1.202178 -6.499732 -1.578088
O 2.326188 -4.492815 -1.002963
O 4.111307 -0.685727 6.704617
O 1.376761 -4.113710 4.352802
O -6.834406 0.673356 0.963685
O 1.867741 -2.813479 -3.525129
O -0.081950 -0.805380 -0.732640
O -0.598363 -6.477466 2.085249
O 3.847609 5.160048 2.398790
O 0.927093 -0.117138 1.361732
O -1.619770 5.981488 3.925710
O -1.046399 4.233023 2.452893
O -3.626668 1.886027 -3.776248
O 0.523002 -4.295999 1.679473
O -3.283689 -5.229663 -2.662676
O -0.328161 1.459098 0.033418
O 1.009184 5.250944 -2.392696
O 5.077723 0.308110 4.720228
O -4.285892 2.533564 -5.960851
O 2.504144 -6.433233 0.452252
O -4.950999 -6.104458 -1.213336
O -5.563462 -4.748330 -3.110935
N 2.585483 -2.286099 2.120239
N -1.657718 5.062368 -2.686985
N -2.540671 2.021852 3.244820
N 2.076630 -6.345817 3.337406
N -0.590042 -4.065267 -2.405270
N 3.146138 4.575171 4.877533
N -3.236284 7.068705 -7.469772
N -5.789354 -0.494197 -2.227837
C 3.903343 -6.534047 -1.705999
C -8.008955 1.351222 1.358871
C 4.166280 -4.025740 1.249361
C 2.038572 0.751680 -0.773052
C -2.134680 1.029569 -5.908704
C -1.081742 4.733053 -1.321748
C 3.696201 -2.593770 1.120946
C 2.898337 -1.882694 -3.661164
C 4.389754 5.819076 1.243275
C 0.386862 5.115140 -6.869672
C 4.774151 -1.589018 1.363581
C -2.305652 -0.344233 3.254526
C -4.395237 -3.673391 -1.048007
C 1.192287 -5.191674 5.251016
C 0.325486 4.220567 -1.664033
C -1.761490 -3.167858 -4.387650
C 4.917659 4.500206 3.110192
C 5.833727 -5.044945 2.580582
C -1.543554 0.939838 3.033023
C 2.236088 4.778541 -2.937392
C 4.164809 3.697541 4.166973
C 0.613707 -2.363525 -3.846308
C -1.807871 5.100208 -7.618782
C -3.224307 5.549395 -7.221031
C -0.421080 -3.496682 -3.820907
C -5.450231 -0.211895 -0.722932
C -6.383532 0.941847 -0.372259
C -4.297366 -1.524959 2.841814
C -0.275221 1.126702 3.839378
C -3.962420 0.127979 -0.620175
C 6.028202 -1.990947 5.403742
C -0.130491 6.499646 1.783450
C -1.973110 -4.321655 2.445525
C -2.076474 3.693081 -0.710716
C 2.158009 -6.323990 4.834957
C 3.610967 -6.105485 5.296322
C -4.345152 4.892657 -7.991930
C 0.963405 -2.874652 4.938912
C 3.391645 2.476772 3.673206
H 3.931465 1.847158 2.972299
H 3.799214 -6.276354 6.351664
H 1.081412 5.579395 -6.179100
H -1.607059 3.388228 0.200479
H 1.326679 -4.958154 6.320298
H -5.302393 -1.260373 2.494716
H 3.472282 5.522121 4.958977
H 2.520673 2.942597 3.226767
H -3.249986 -0.638098 -0.876831
H 4.220091 -6.792757 4.692182
H 4.275492 -0.584813 1.449887
H -3.963867 7.596078 -6.998751
H -6.129507 -1.445451 -2.330228
H -5.906459 1.934863 -0.344336
H 5.458208 -1.413401 0.487988
H -3.026263 4.194777 -0.404540
H -1.017664 5.705135 -3.146820
H -1.049568 5.678248 -0.777246
H 0.144083 -5.464562 5.090416
H 5.293756 6.434159 1.491660
H 0.252154 -1.572655 -3.180458
H -1.000682 -3.463264 -1.684562
H 1.592949 -2.734310 5.799191
H 6.152256 -5.130741 3.619349
H -2.095141 -2.228734 -3.865800
H -0.555384 1.587522 4.796344
H 0.357026 -4.249898 -2.038213
H 2.925078 4.108062 5.748181
H -4.108699 5.035828 -9.062927
H -2.217079 2.784217 -1.273930
H -4.260104 -1.559977 3.933669
H 4.519864 5.126189 0.394696
H 3.365778 -4.693567 1.066896
H 3.596276 6.501085 0.899608
H 3.004289 4.688954 -2.171470
H 6.631684 -4.569878 2.004840
H 0.582144 -2.005639 -4.892218
H -2.689357 2.014378 4.261641
H 5.405924 -1.837020 2.226390
H -4.036243 -2.516641 2.471403
H -8.888060 0.999499 0.818858
H 0.864288 3.791619 -0.807890
H 0.072168 -4.233982 -4.419700
H -1.608292 -2.949999 -5.442774
H -3.760355 0.931726 -1.362162
H -7.283855 0.863093 -1.039477
H -5.317553 5.399663 -7.822087
H 0.369863 4.035371 -6.681919
H 0.211676 3.384175 -2.412629
H 3.122853 1.797858 4.501865
H 3.085049 -1.449457 -4.640443
H 5.658868 -6.068063 2.255144
H -2.756743 -0.198880 4.250167
H 0.767396 5.308317 -7.853118
H 2.051265 -1.435430 1.905785
H 3.219592 -2.561680 0.140098
H -1.664470 4.251027 -3.359139
H 2.867171 -0.990201 -3.010806
H 4.969029 -4.209905 0.522121
H -4.510740 3.836267 -7.792873
H -1.251962 1.087196 1.979819
H -1.675132 -1.229372 3.297878
H -7.941206 2.425949 1.156946
H 2.203330 4.626749 4.310136
H 1.184381 -2.044000 4.269051
H -3.382475 5.395999 -6.158815
H -3.407243 1.818904 2.746155
H -0.089953 -2.913801 5.153352
H -1.789608 4.018315 -7.435989
H -2.458035 -3.963253 -4.169795
H 3.009948 -2.255392 3.067524
H 3.947507 -5.085363 5.061385
H 5.521311 5.318846 3.569685
H 1.759993 -7.281983 5.196886
H 0.201105 0.163706 4.068170
H -2.371032 7.537266 -7.165763
H 1.123414 -6.549069 2.938540
H 2.122163 3.787435 -3.440040
H -2.150739 3.001662 2.889598
H -3.656952 0.472111 0.354299
H -4.984352 -0.432611 -2.843050
H 2.725706 -6.953566 2.877084
H 1.925402 -3.073614 2.152942
H -6.514865 0.115315 -2.535426
H -5.793811 -1.110081 -0.215920
H 2.550001 5.489447 -3.696050
H -3.383444 7.296384 -8.445905
H 0.451464 1.841193 3.436171
H 4.874643 3.286981 4.868529
H -8.132104 1.125586 2.426960
H -2.589231 5.466510 -2.738371
H 2.196228 -5.460949 2.898741
H 3.804433 -2.415640 -3.379090
H 5.545983 3.788085 2.480923
H -1.621295 5.211625 -8.699092
H -1.130261 -4.904955 -2.256342

Forces on atoms 1 to 6 (eV/Å):
S -0.1 -2.7 -1.1
S 2.6 -0.9 1.2
S -0.2 -0.6 0.5
S -0.3 -0.1 -1.5
S 1.9 0.2 -0.3
S 2.2 1.0 0.0